Entry 1:
{
  "formula": "C5H7NO",
  "method": "ωB97M-V/def2-TZVPD",
  "symbols": ["C", "N", "C", "C", "C", "C", "O", "H", "H", "H", "H", "H", "H", "H"],
  "coordinates": [[-0.229615, -0.605862, 1.734493], [0.229127, -1.621012, 0.846191], [0.011926, -0.387780, 0.248815], [-0.858461, 0.351429, -0.789384], [0.204034, 1.490393, -0.841250], [0.926328, 0.154254, -0.888176], [-0.098207, -0.317162, -1.852479], [-1.273871, -0.676874, 2.078305], [0.435909, -0.259226, 2.522114], [0.031822, -2.582700, 0.686118], [-1.944438, 0.463585, -0.843048], [0.389760, 2.111042, 0.038470], [0.200824, 2.033952, -1.792928], [1.952596, -0.134632, -1.137622]],
  "atomic_forces_ev_per_a": [[0.20, 0.11, 0.29], [0.52, -0.10, -0.14], [0.30, 0.15, 0.03], [-0.57, -0.08, 0.05], [-0.09, 0.18, 0.14], [0.47, 0.04, 0.09], [0.02, -0.30, -0.01], [0.24, 0.34, -0.36], [0.17, -0.04, -0.18], [-0.99, -0.24, -0.09], [0.16, -0.20, -0.27], [-0.23, 0.00, -0.08], [-0.04, -0.11, 0.31], [-0.17, 0.26, 0.21]],
  "nbo_charge": [-0.224, -0.625, 0.091, 0.055, -0.413, 0.063, -0.521, 0.179, 0.185, 0.395, 0.195, 0.201, 0.219, 0.200],
  "relative_energy_kcal_mol": 121.6,
  "spin_multiplicity": 1,
  "orbital_gap_ev": 10.10,
  "total_energy_ev": -8830.9289
}

=====

Entry 2:
{
  "formula": "H32O16",
  "method": "ωB97M-V/def2-TZVPD",
  "symbols": ["O", "H", "H", "O", "H", "H", "O", "H", "H", "O", "H", "H", "O", "H", "H", "O", "H", "H", "O", "H", "H", "O", "H", "H", "O", "H", "H", "O", "H", "H", "O", "H", "H", "O", "H", "H", "O", "H", "H", "O", "H", "H", "O", "H", "H", "O", "H", "H"],
  "coordinates": [[-12.546000, -11.720000, -0.705000], [-13.465000, -11.634000, -0.399000], [-12.017000, -11.951000, 0.037000], [-11.885000, -14.308000, -0.029000], [-11.707000, -14.121000, 0.899000], [-12.830000, -14.210000, -0.118000], [-10.792000, -9.896000, -1.671000], [-11.312000, -10.584000, -1.249000], [-10.549000, -10.361000, -2.464000], [-9.352000, -8.121000, -0.092000], [-9.774000, -8.970000, -0.352000], [-8.735000, -7.749000, -0.799000], [-8.291000, -10.744000, 0.894000], [-7.971000, -10.101000, 0.206000], [-7.616000, -10.992000, 1.533000], [-8.329000, -11.918000, -1.627000], [-8.982000, -12.647000, -1.828000], [-8.442000, -11.752000, -0.664000], [-13.273000, -13.335000, 4.457000], [-12.967000, -13.276000, 3.542000], [-13.941000, -12.653000, 4.597000], [-12.141000, -10.588000, 3.951000], [-11.378000, -10.215000, 3.529000], [-11.791000, -10.879000, 4.790000], [-13.894000, -9.760000, 1.761000], [-14.331000, -9.979000, 0.944000], [-12.949000, -9.882000, 1.578000], [-14.194000, -12.774000, 2.006000], [-14.275000, -12.938000, 1.059000], [-14.159000, -11.833000, 2.035000], [-7.624000, -8.401000, 2.680000], [-8.394000, -8.987000, 2.659000], [-7.173000, -8.659000, 3.469000], [-8.864000, -13.863000, 0.776000], [-8.348000, -14.675000, 0.994000], [-8.716000, -13.279000, 1.499000], [-11.365000, -14.053000, 2.585000], [-11.551000, -14.971000, 2.899000], [-10.554000, -13.782000, 2.993000], [-9.056000, -13.104000, 3.665000], [-8.192000, -13.575000, 3.714000], [-9.260000, -12.602000, 4.482000], [-11.071000, -11.377000, 1.538000], [-11.240000, -11.649000, 2.396000], [-10.190000, -11.071000, 1.498000], [-11.201000, -8.217000, 2.103000], [-11.674000, -8.147000, 1.298000], [-10.364000, -8.294000, 1.697000]],
  "atomic_forces_ev_per_a": [[-1.81, 0.61, -1.50], [0.77, 0.07, -0.22], [0.76, -0.62, 1.51], [0.11, -0.39, -0.52], [0.32, 0.02, 0.40], [-0.26, -0.05, -0.21], [0.13, 0.33, 0.23], [-0.82, -0.12, 0.45], [0.65, 0.01, -0.69], [1.21, 0.44, -0.49], [0.42, 0.80, -1.09], [-1.64, -1.24, 1.28], [-0.40, 0.36, -0.58], [-0.02, -0.58, 1.44], [0.41, 0.47, -0.47], [-1.14, -0.95, 0.09], [1.14, 1.14, 0.51], [-0.02, -0.54, -0.85], [0.16, -0.09, 0.90], [-0.30, 0.15, 0.09], [0.18, -0.20, -0.36], [-0.18, -0.45, 0.28], [0.36, 1.09, -0.58], [-0.24, -0.31, 0.59], [0.25, -0.24, 0.24], [-0.28, 0.20, -0.59], [-0.03, -0.01, 0.20], [-0.24, -1.15, -0.87], [-0.06, -0.37, 0.18], [0.13, 1.71, 0.53], [-0.57, -0.16, -0.60], [0.12, 0.28, -0.24], [0.57, -0.07, 0.88], [0.65, -1.74, -0.62], [-0.64, 0.92, -0.38], [0.02, 0.78, 0.86], [-1.37, -1.59, 0.10], [0.23, 1.16, -0.26], [0.97, 0.07, 0.38], [0.66, 0.19, 0.26], [-1.01, 0.69, 0.55], [0.66, -0.71, -0.53], [-0.94, 0.41, -2.62], [-0.83, -1.06, 2.60], [1.83, 0.54, -0.32], [-0.54, -0.38, 1.46], [-1.60, 0.39, -1.10], [2.26, 0.20, -0.35]],
  "nbo_charge": [-0.965, 0.458, 0.513, -0.962, 0.493, 0.445, -0.980, 0.495, 0.480, -1.016, 0.508, 0.496, -0.999, 0.526, 0.493, -0.982, 0.481, 0.486, -0.986, 0.505, 0.469, -0.931, 0.470, 0.467, -0.939, 0.455, 0.492, -0.944, 0.452, 0.486, -0.925, 0.465, 0.460, -0.926, 0.466, 0.460, -0.974, 0.491, 0.497, -0.984, 0.502, 0.505, -0.976, 0.483, 0.491, -0.942, 0.468, 0.475],
  "relative_energy_kcal_mol": 129.9,
  "spin_multiplicity": 1,
  "orbital_gap_ev": 9.49,
  "total_energy_ev": -33279.3005
}

=====

Entry 3:
{
  "formula": "C8H12NOP",
  "method": "ωB97M-V/def2-TZVPD",
  "symbols": ["C", "C", "C", "C", "C", "C", "C", "C", "N", "O", "P", "H", "H", "H", "H", "H", "H", "H", "H", "H", "H", "H", "H"],
  "coordinates": [[-0.525321, 1.208844, -3.137483], [-1.479219, 0.359951, -2.534704], [0.360644, 1.824993, -2.326921], [-1.498316, 0.114690, -1.135064], [0.470983, 1.567677, -0.971173], [-0.525264, 0.729915, -0.331588], [2.385233, -1.579423, 1.750858], [0.981326, -2.075253, 1.585128], [-1.948861, 0.288441, 2.000323], [0.335162, 1.575973, 2.081899], [-0.356525, 0.510084, 1.400132], [-0.533552, 1.371140, -4.275185], [-2.371433, 0.046068, -3.037317], [1.108428, 2.426702, -2.914571], [-2.391476, -0.454452, -0.837516], [1.148211, 2.032775, -0.325028], [3.019228, -2.429497, 1.607501], [2.838679, -0.912926, 0.979564], [2.263171, -1.149426, 2.829162], [0.572956, -2.778365, 2.310347], [0.651610, -2.421927, 0.603354], [-2.370895, -0.724223, 1.765816], [-2.134769, 0.468241, 2.912465]],
  "atomic_forces_ev_per_a": [[-2.39, -1.56, -1.60], [0.11, 0.76, 1.15], [3.00, 1.05, -0.77], [-0.04, 0.70, -1.66], [-2.86, -1.47, 0.28], [0.78, 0.52, -2.15], [-1.13, 0.86, 1.42], [-1.18, 1.13, -1.85], [-0.28, -3.92, -4.70], [1.41, 1.75, 1.08], [-1.52, -3.62, 0.89], [-0.02, -0.16, 2.01], [0.02, -0.46, -0.70], [-0.58, -0.25, 1.31], [0.81, 0.23, 0.60], [1.14, 0.72, 0.59], [0.77, -0.86, 0.93], [-1.12, 0.22, 0.74], [1.63, -0.52, -1.91], [0.15, 0.60, 0.47], [0.17, 0.32, -0.09], [1.36, 3.11, 0.63], [-0.24, 0.84, 3.35]],
  "nbo_charge": [-0.196, -0.204, -0.222, -0.190, -0.165, -0.466, -0.691, -0.420, -1.172, -1.070, 1.870, 0.225, 0.211, 0.219, 0.222, 0.237, 0.214, 0.225, 0.232, 0.181, 0.171, 0.393, 0.394],
  "relative_energy_kcal_mol": 45.6,
  "spin_multiplicity": 1,
  "orbital_gap_ev": [7.61, 7.73],
  "total_energy_ev": -21314.2603
}

=====

We obtain max |F| values of 0.01986, 0.05696, 0.11914 Eh/bohr for the records listed above, in that order.